# 1
ORCA calculation (wB97M-V/def2-TZVPD) on C40H86BN2NaO16 as an isolated structure at a distorted geometry.

Its molar mass is 884.93 g/mol. The value obtained for the gap between HOMO and LUMO is 6.267 eV. As for the total charge: 0. The maximum force comes out at 6.4 eV Å⁻¹. The value obtained for the HOMO energy is -7.33 eV. Its spin multiplicity is 1.

```
146
Properties=species:S:1:pos:R:3:forces:R:3:mulliken_charge:R:1
Na -2.393481 5.077473 -1.228318 0.22 -0.73 0.19 0.7131
O 0.620993 2.658944 1.380593 -2.36 -2.95 -2.13 -0.3374
C -0.140371 1.807109 0.821449 4.32 2.67 2.26 0.1942
O 0.143946 0.559364 0.493040 0.03 2.27 0.62 -0.1137
B -1.118823 -0.040073 0.092590 0.13 -1.27 -1.01 1.8086
O -2.138595 1.022604 0.115234 0.17 0.34 -0.16 -0.7391
C -1.546368 2.138045 0.456326 -1.96 0.65 -0.53 0.8454
O -2.080573 3.234121 0.444126 0.61 -0.37 -0.12 -0.8993
O -1.427720 -1.110330 0.987897 -0.11 0.10 0.31 -0.8667
C -1.399773 -2.230705 0.315609 -1.96 -5.63 2.40 0.8871
O -1.578179 -3.360043 0.851932 0.97 3.99 -2.16 -0.7568
C -1.301679 -1.964044 -1.190621 0.43 -0.36 0.11 0.1732
O -0.964391 -0.656979 -1.246178 -0.70 -0.08 -0.79 -0.2453
O -1.440881 -2.774812 -2.070564 0.31 1.47 0.69 -0.6582
C 2.157083 4.898118 -1.280928 1.67 -0.08 0.13 -1.3308
C 1.186857 6.026938 -1.100809 0.03 -0.92 -3.07 0.7374
C 0.524801 6.427604 -2.465957 0.07 1.00 1.33 -1.2128
O 0.133399 5.432925 -0.431755 -2.10 0.22 1.39 -0.2681
H 2.512037 4.646384 -0.281562 0.20 -0.29 0.11 0.4002
H 3.049973 5.150368 -1.852960 0.01 0.18 -0.08 0.4249
H 1.743101 3.987478 -1.713889 -0.39 0.23 -0.07 0.1545
H 1.650970 6.856088 -0.566749 -0.19 0.22 -0.04 0.2214
H -0.181130 7.217679 -2.209943 -0.20 0.28 -0.07 0.3301
H -0.090390 5.608388 -2.838144 0.50 -0.29 -0.20 0.1214
H 1.178444 6.869518 -3.217996 0.15 -0.40 0.04 0.4100
H 0.494770 4.882598 0.266930 -0.25 -0.37 0.43 0.1153
C -5.021478 -0.385097 -0.453764 -0.14 -0.03 1.12 -0.0088
C -5.669672 -1.763581 -0.299315 -0.40 0.19 -3.18 0.2270
C -7.071489 -1.839263 -0.969942 0.11 -0.32 1.39 -1.5573
O -4.861878 -2.716023 -0.981948 0.50 -0.57 0.50 -0.4759
H -4.640336 -0.006995 -1.402384 -0.43 -0.89 -0.62 -0.1128
H -4.120366 -0.401211 0.159278 -0.29 0.49 0.43 0.0068
H -5.779334 0.340922 -0.159406 0.39 0.36 0.57 0.0483
H -5.747438 -2.104699 0.733008 0.12 0.34 0.03 0.3409
H -7.135126 -1.720863 -2.051619 0.55 0.36 -0.03 0.3816
H -7.735922 -1.126264 -0.481839 -0.24 -0.02 -0.13 0.3868
H -7.421068 -2.851855 -0.768580 -0.32 0.02 0.04 0.4252
H -5.082059 -2.670962 -1.915266 0.11 0.00 -0.10 0.3317
C -2.854922 1.183855 -3.753900 1.07 -0.39 1.09 -0.6783
C -1.509147 2.050903 -3.519722 -1.76 -1.57 -1.19 1.7915
C -0.422064 1.814496 -4.607841 -1.38 -0.41 -0.76 -1.2399
O -1.995424 3.386897 -3.337732 0.95 0.75 0.99 -0.2590
H -3.430377 1.189421 -2.828208 0.09 0.42 0.24 -0.1790
H -2.647428 0.118143 -3.850449 0.40 -0.04 -0.28 -0.1096
H -3.589805 1.428736 -4.520765 0.59 0.61 -0.46 0.5778
H -1.063114 1.619371 -2.623663 -0.42 0.79 0.52 -1.0274
H 0.463960 1.265160 -4.289587 -0.04 0.36 0.38 0.1927
H -0.150133 2.650771 -5.251899 0.05 0.34 0.44 0.3769
H -0.943251 1.136011 -5.283205 0.33 -0.19 -0.37 0.2669
H -2.267023 3.780186 -4.170299 0.10 -0.40 -0.28 0.2737
C -0.708343 -3.542033 -5.295950 1.26 0.93 2.00 -1.3112
C -1.722002 -2.490367 -5.797037 1.42 -1.13 -1.17 1.8472
C -1.346182 -1.862280 -7.165293 0.54 0.40 0.71 -1.3301
O -2.899197 -3.202402 -5.940586 -2.26 -0.23 -0.04 -0.6086
H -1.041619 -4.055793 -4.394247 -1.01 -0.20 -0.31 0.3654
H 0.131883 -3.088537 -4.770164 0.58 0.64 -0.53 0.2443
H -0.253891 -4.300162 -5.933764 -0.55 0.30 -0.73 0.4383
H -1.889303 -1.676186 -5.091887 0.03 -0.38 0.33 -0.8547
H -2.201700 -1.770190 -7.834391 -0.07 -0.26 0.09 0.3922
H -0.530504 -2.414120 -7.632455 -0.13 -0.02 -0.20 0.2979
H -1.001815 -0.841513 -6.999332 0.24 0.08 -0.12 0.2673
H -2.835445 -3.722930 -6.744693 -0.04 -0.12 0.00 0.3510
C 0.998149 4.914104 4.367430 -1.61 -0.19 -0.01 -1.2385
C 1.745991 3.655665 4.724750 -0.32 -0.05 -0.10 0.4131
C 0.876476 2.384838 4.902813 0.01 0.18 1.78 -1.0352
O 2.755880 3.443574 3.786525 0.79 -0.33 -0.90 -0.6031
H 1.613358 5.799514 4.207218 0.06 -0.13 0.43 0.3414
H 0.195291 5.031696 5.095224 0.29 0.66 0.54 0.3786
H 0.366094 4.797861 3.487028 0.35 -0.35 -0.62 0.1469
H 2.332604 3.870314 5.618013 -0.41 -0.30 0.48 0.3544
H 0.172064 2.446864 5.732314 -0.35 0.89 0.17 0.4899
H 1.502613 1.631622 5.381062 0.38 -0.46 -0.90 0.2070
H 0.239931 1.997596 4.107219 0.72 0.21 -0.55 0.1748
H 2.324939 3.424619 2.928899 0.03 -0.26 -0.37 0.2853
C -5.629453 3.417318 -0.405793 -0.11 0.44 0.36 -1.0726
C -6.110586 4.173280 -1.652994 -0.53 0.64 2.95 0.6259
C -7.174850 5.244952 -1.381560 -1.00 -0.53 0.52 -1.4035
O -4.992371 4.933236 -1.987188 2.39 0.35 -1.66 -0.3876
H -5.335613 4.041009 0.438460 -0.61 0.76 0.01 0.3334
H -4.641636 2.990734 -0.579982 -0.41 -0.98 -0.49 0.0068
H -6.409645 2.753491 -0.033345 0.40 -0.39 -0.13 0.4301
H -6.443128 3.403964 -2.349888 0.21 0.35 -0.60 0.2201
H -7.969655 4.891512 -0.724707 -0.52 -0.47 -0.58 0.3762
H -7.554205 5.640196 -2.323882 -0.32 -0.10 0.04 0.3778
H -6.871918 6.104573 -0.783736 1.01 -0.11 -0.21 0.3089
H -5.069721 5.254153 -2.888642 -0.10 0.14 -0.14 0.2626
C 6.225094 -2.321750 -2.594790 0.97 0.00 -0.51 -1.6324
C 5.714501 -1.574809 -1.399839 -2.27 3.33 -0.02 1.4604
C 5.336350 -0.064756 -1.777876 -1.28 0.36 -1.37 -1.5197
C 4.044184 0.083512 -2.745920 2.01 -0.95 1.45 -0.9983
C 2.854063 -0.471941 -1.958489 0.74 0.87 -0.51 -0.5160
C 3.064033 -1.877532 -1.330344 -0.51 0.33 0.09 1.9664
N 4.429725 -2.128317 -0.831459 1.69 2.63 0.72 0.3194
O 4.704054 -3.373060 -0.274079 -0.71 -0.31 -0.53 -0.4129
C 2.068374 -2.019736 -0.113127 0.41 -1.34 -0.90 -2.4386
C 2.699558 -2.790487 -2.496195 -0.55 -0.85 0.75 -1.8641
C 6.831462 -1.476344 -0.337284 -0.52 -0.68 -0.14 -1.8581
H 7.249014 -1.997986 -2.781529 0.47 -0.47 0.51 0.4980
H 5.860670 -2.120879 -3.602230 -1.18 -0.22 0.32 0.2734
H 6.188847 -3.371944 -2.305161 0.40 -0.24 -0.73 0.3412
H 5.089198 0.573928 -0.929879 0.13 -0.52 0.58 0.4182
H 6.152623 0.471588 -2.261744 0.42 -0.40 -0.10 0.5444
H 4.330623 -0.409588 -3.674837 -0.53 -0.48 -0.08 0.3274
H 3.830084 1.107313 -3.052671 0.26 0.23 0.35 0.4874
H 2.032727 -0.464816 -2.675045 -0.41 -0.58 0.26 -0.0300
H 2.576682 0.315361 -1.257545 0.16 -0.22 0.55 0.2549
H 2.188515 -1.291506 0.688959 -0.09 0.34 -0.52 0.7788
H 1.055259 -2.149465 -0.493729 -0.09 0.90 -0.08 0.1194
H 2.133718 -2.987043 0.385005 0.86 -0.22 -0.18 0.7300
H 1.662852 -2.577477 -2.756880 -0.04 -0.24 -0.18 0.0887
H 3.325445 -2.649433 -3.377363 0.11 0.05 0.13 0.3782
H 2.748280 -3.819195 -2.139137 0.03 -0.28 -0.34 0.5110
H 6.461273 -0.961088 0.549046 0.06 -0.16 0.01 0.3941
H 7.717478 -0.969393 -0.719481 -0.23 0.27 -0.23 0.3974
H 7.178003 -2.480972 -0.094926 -0.13 -0.04 0.35 0.3893
H 4.930291 -3.851767 -1.074864 0.03 -1.16 0.13 0.3568
C 3.199216 -2.038007 5.889837 -0.01 -0.18 -0.94 -1.6736
C 2.134042 -3.123719 6.140983 -0.45 0.96 1.09 1.7326
C 0.932605 -2.383595 6.790575 -0.71 -0.04 0.14 -1.6688
C -0.081185 -1.667027 5.891940 1.90 -0.79 -0.83 0.1586
C -0.571144 -2.737253 4.878299 0.28 0.22 1.85 -1.5005
C 0.617805 -3.530741 4.155790 -1.57 0.68 -0.04 1.4190
N 1.727880 -3.907071 5.015643 -1.38 -0.78 0.11 0.3793
O 2.712913 -4.755000 4.361589 -1.07 1.51 0.89 -0.4543
C -0.051283 -4.841101 3.618748 1.21 1.37 -0.50 -1.7231
C 1.050181 -2.516527 3.081146 0.58 0.66 -1.28 -1.2148
C 2.586898 -4.104057 7.202816 1.30 -0.05 0.08 -1.9143
H 3.509243 -1.452360 6.755282 0.30 -0.72 0.38 0.4405
H 4.008462 -2.543516 5.362865 0.49 0.38 0.22 0.3445
H 2.835587 -1.237804 5.245212 -0.28 -0.20 -0.40 0.2630
H 0.359541 -3.097523 7.382178 0.00 -0.20 0.14 0.3764
H 1.386615 -1.682190 7.490585 -0.04 0.01 0.15 0.6109
H -0.803770 -1.111541 6.489771 -0.43 -0.46 -0.14 0.5125
H 0.474482 -0.902685 5.348695 -0.01 0.28 -0.27 -0.3909
H -1.257805 -2.218863 4.209072 0.29 -0.56 -0.67 0.3610
H -1.177236 -3.433426 5.458041 -0.03 -0.30 0.00 0.5464
H -0.424952 -5.480841 4.418251 -0.27 0.41 0.05 0.4036
H 0.723559 -5.420086 3.116255 -0.19 -0.02 -0.30 0.3570
H -0.784202 -4.459188 2.908057 -0.32 -0.71 -0.01 0.4111
H 0.410966 -1.652105 2.901501 -0.84 -0.34 0.26 0.2802
H 1.192449 -2.887974 2.066309 0.10 -0.50 0.27 0.1202
H 1.941500 -1.943051 3.335662 0.57 -0.58 0.27 0.2602
H 1.881329 -4.919384 7.362579 -0.11 0.22 -0.07 0.4498
H 3.526614 -4.530355 6.851665 0.09 -0.29 0.15 0.4001
H 2.807827 -3.587310 8.136765 -0.09 -0.01 0.14 0.3750
H 2.927274 -4.209102 3.601557 0.58 0.02 -0.51 0.3931
```
Positions in Å, forces in eV/Å.

***

# 2
ORCA calculation (wB97M-V/def2-TZVPD) on an isolated molecule of C7H8BNO2 at a distorted geometry.

Its molar mass is 148.96 g/mol. Its SMILES is N#C/C=C/C=C\C=C/B(O)O. The value obtained for the gap between HOMO and LUMO is 8.624 eV. As for the total charge: 0. The maximum force comes out at 3.9 eV Å⁻¹. The value obtained for the HOMO energy is -8.97 eV. Its spin multiplicity is 1.

```
19
Properties=species:S:1:pos:R:3:forces:R:3:mulliken_charge:R:1
B -2.621988 0.937029 0.199718 0.53 -3.84 0.14 0.5324
C 3.696847 0.916574 0.310364 0.42 -0.83 0.71 0.2103
C -0.061233 -1.200124 -0.515023 -2.40 0.64 -1.41 0.0910
C 1.049041 -1.758471 -0.100713 0.70 -0.33 0.91 -0.5955
C -0.233439 0.219529 -0.916341 1.40 -0.66 0.94 -0.5331
C 2.322123 -1.135036 0.037241 0.66 1.10 0.51 -0.0522
C -1.293980 0.995489 -0.704088 -1.24 0.77 0.79 -0.5444
C 2.463265 0.185255 0.255978 -0.29 0.08 0.19 -0.7166
N 4.740957 1.358604 0.521370 -0.38 0.21 -0.39 -0.4353
O -3.709984 1.701608 0.008615 -1.37 0.67 0.58 -0.5114
O -2.701576 -0.191077 1.088169 1.33 1.41 -1.14 -0.5587
H -0.887350 -1.925803 -0.705304 0.29 1.07 0.50 0.2994
H 0.962943 -2.750377 0.256969 0.21 -1.16 -0.16 0.4005
H 0.746045 0.749831 -1.150690 -1.49 -0.82 -0.74 0.5244
H 3.172206 -1.781562 0.042463 0.62 -0.21 -0.40 0.3946
H -1.161320 1.957409 -1.127961 0.19 1.16 -0.29 0.3639
H 1.563251 0.710382 0.549006 0.29 0.34 -0.14 0.5687
H -4.481727 1.486054 0.599976 1.34 0.39 -0.91 0.2983
H -3.564074 -0.475319 1.350252 -0.80 0.00 0.32 0.2635
```
Positions in Å, forces in eV/Å.

***

# 3
ORCA calculation (wB97M-V/def2-TZVPD) on a 2-piece molecular cluster, C8H8N4O4 overall at a distorted geometry.

Its molar mass is 224.18 g/mol. Its SMILES is O=c1cc[nH]c(=O)[nH]1.O=c1cc[nH]c(=O)[nH]1. The value obtained for the gap between HOMO and LUMO is 9.480 eV. As for the total charge: 0. The maximum force comes out at 3.8 eV Å⁻¹. The value obtained for the HOMO energy is -9.11 eV. Its spin multiplicity is 1.

```
24
Properties=species:S:1:pos:R:3:forces:R:3:mulliken_charge:R:1
C -0.593214 -3.456954 -1.648062 0.59 -0.32 -2.56 0.4425
C 0.700496 -3.143983 -2.320682 -0.17 -1.66 0.40 -0.5399
C 1.095497 -1.882227 -2.341220 1.14 2.98 -1.21 -0.0685
C -0.865320 -1.160198 -0.956151 1.90 3.31 0.39 0.3217
C 0.820025 1.855032 0.359464 1.26 -1.43 -0.14 0.5334
C 1.718952 1.266810 1.358419 -0.79 0.36 0.42 -0.5527
C 1.550184 1.602466 2.655431 -0.21 -0.35 -2.11 -0.1546
C -0.545052 2.830748 2.147224 -0.94 0.12 1.45 0.2711
H -2.202778 -2.796336 -0.745466 -0.37 0.79 0.27 0.2675
H 1.216295 -4.018587 -2.797656 -0.66 1.27 0.44 0.3367
H 1.922125 -1.383037 -3.008411 -1.29 -1.59 1.53 0.2835
H 0.829580 -0.024423 -1.450580 0.15 1.07 0.17 0.2815
H -0.810608 3.009732 0.058145 0.62 -0.71 1.93 0.2864
H 2.429002 0.501730 1.091762 0.23 0.35 -0.33 0.3975
H 2.293245 1.253115 3.329252 -0.02 -0.04 1.11 0.4071
H 0.409300 2.610419 4.075521 -0.24 -0.52 -2.51 0.2865
N -1.388065 -2.400442 -1.191102 1.12 -0.44 0.32 -0.1068
N 0.385990 -0.882639 -1.682372 -2.41 -2.94 0.52 0.0337
N -0.225433 2.613446 0.856424 0.06 0.37 -3.44 -0.0129
N 0.476596 2.336505 3.038652 -1.26 1.71 2.63 -0.1219
O -1.092649 -4.551247 -1.777295 -0.21 -0.44 0.88 -0.5991
O -1.308495 -0.246532 -0.245541 0.08 -2.22 -1.17 -0.5791
O 0.992395 1.653239 -0.843215 -0.53 0.92 0.66 -0.8074
O -1.606147 3.358180 2.462262 1.95 -0.59 0.37 -0.6061
```
Positions in Å, forces in eV/Å.

***

> Among the records above, which one has the highest molar mass?

C40H86BN2NaO16

***

Copy entry 2 word for word.
ORCA calculation (wB97M-V/def2-TZVPD) on an isolated molecule of C7H8BNO2 at a distorted geometry.

Its molar mass is 148.96 g/mol. Its SMILES is N#C/C=C/C=C\C=C/B(O)O. The value obtained for the gap between HOMO and LUMO is 8.624 eV. As for the total charge: 0. The maximum force comes out at 3.9 eV Å⁻¹. The value obtained for the HOMO energy is -8.97 eV. Its spin multiplicity is 1.

```
19
Properties=species:S:1:pos:R:3:forces:R:3:mulliken_charge:R:1
B -2.621988 0.937029 0.199718 0.53 -3.84 0.14 0.5324
C 3.696847 0.916574 0.310364 0.42 -0.83 0.71 0.2103
C -0.061233 -1.200124 -0.515023 -2.40 0.64 -1.41 0.0910
C 1.049041 -1.758471 -0.100713 0.70 -0.33 0.91 -0.5955
C -0.233439 0.219529 -0.916341 1.40 -0.66 0.94 -0.5331
C 2.322123 -1.135036 0.037241 0.66 1.10 0.51 -0.0522
C -1.293980 0.995489 -0.704088 -1.24 0.77 0.79 -0.5444
C 2.463265 0.185255 0.255978 -0.29 0.08 0.19 -0.7166
N 4.740957 1.358604 0.521370 -0.38 0.21 -0.39 -0.4353
O -3.709984 1.701608 0.008615 -1.37 0.67 0.58 -0.5114
O -2.701576 -0.191077 1.088169 1.33 1.41 -1.14 -0.5587
H -0.887350 -1.925803 -0.705304 0.29 1.07 0.50 0.2994
H 0.962943 -2.750377 0.256969 0.21 -1.16 -0.16 0.4005
H 0.746045 0.749831 -1.150690 -1.49 -0.82 -0.74 0.5244
H 3.172206 -1.781562 0.042463 0.62 -0.21 -0.40 0.3946
H -1.161320 1.957409 -1.127961 0.19 1.16 -0.29 0.3639
H 1.563251 0.710382 0.549006 0.29 0.34 -0.14 0.5687
H -4.481727 1.486054 0.599976 1.34 0.39 -0.91 0.2983
H -3.564074 -0.475319 1.350252 -0.80 0.00 0.32 0.2635
```
Positions in Å, forces in eV/Å.